# 1
An isolated molecule of CH2FPS2 at a distorted geometry. Source: OMol25; level of theory: ωB97M-V with the def2-TZVPD basis set.

The total energy is -1276.71928 Ha. Its net charge is 0. Its structure (SMILES) is FC#S(P)=S. As for the spin multiplicity: 1. As for the HOMO energy (alpha / beta): -8.61 / -8.61 eV.

Last column: Mulliken charge in e.
Element x y z (Å)
1 F -1.213 -2.666 -0.760  -0.0869
2 C -1.044 -2.309 -2.000  0.0448
3 S 0.047 -0.868 -1.969  0.1490
4 P 0.659 -0.417 0.060  -0.0419
5 S 1.434 -0.229 -3.276  -0.2883
6 H -0.614 -0.734 0.565  0.0938
7 H 0.635 1.061 -0.331  0.1294

Cartesian forces (eV/Å) of the 2 atoms listed first:
F -0.1920 0.1168 0.4453
C 0.9350 0.4315 -0.9090

# 2
A structure of composition CH2FeLiO at a distorted geometry. Source: OMol25; level of theory: ωB97M-V with the def2-TZVPD basis set.

The total energy is -1385.24483 Ha. Its net charge is +1. As for the spin multiplicity: 7. As for the HOMO energy (alpha / beta): -10.41 / -12.89 eV.

Last column: Mulliken spin population.
Element x y z (Å)
1 C 0.463 -0.270 -0.394  0.7759
2 O -0.128 0.724 -0.827  0.4326
3 H 0.363 -1.359 -0.459  0.0506
4 Fe 2.022 0.314 0.951  3.7620
5 Li -1.611 1.116 0.329  0.0350
6 H -1.109 -0.525 0.400  0.9438

Cartesian forces (eV/Å) of the 2 atoms listed first:
C 4.5207 -1.4970 1.3444
O -2.1748 1.5647 -0.2423

# 3
A structure of composition CH2FeO3 at a distorted geometry. Source: OMol25; level of theory: ωB97M-V with the def2-TZVPD basis set.

The total energy is -1527.66428 Ha. Its net charge is +2. As for the spin multiplicity: 7. As for the HOMO energy (alpha / beta): -19.35 / -22.57 eV.

Last column: Mulliken spin population.
Element x y z (Å)
1 H -0.553 1.632 -0.216  -0.0059
2 O -0.008 -1.123 -0.295  0.0898
3 C -0.487 -0.029 0.280  -0.0088
4 O -1.550 0.519 -0.076  0.4329
5 O 0.431 0.904 0.152  0.1238
6 Fe 2.300 0.005 -0.105  5.3779
7 H -0.132 -1.907 0.260  -0.0097

Cartesian forces (eV/Å) of the 2 atoms listed first:
H 1.0977 -0.5914 0.8299
O 0.1507 -1.5029 2.4847